The following is a quantum chemistry calculation of 2 unconnected molecules or ions with the total composition C5H12N2O in a non-equilibrium geometry, from OMol25.

CARTESIAN COORDINATES (ANGSTROEM)
1 C 0.474 2.005 -0.145
2 C -1.955 -0.958 0.364
3 N -0.025 0.795 0.536
4 C -1.054 -0.059 -0.442
5 O -1.405 0.496 -1.457
6 H -0.505 1.079 1.395
7 H 1.296 2.455 0.406
8 H -0.344 2.711 -0.265
9 H 0.824 1.743 -1.140
10 H -2.639 -0.331 0.947
11 H -1.425 -1.621 1.044
12 H -2.553 -1.543 -0.332
13 C 0.585 -1.389 -0.964
14 C 1.046 -0.259 0.867
15 N 2.299 -0.015 0.957
16 H 2.633 0.740 0.366
17 H 0.597 -0.981 1.540
18 H 1.185 -2.161 -0.485
19 H 1.160 -0.790 -1.671
20 H -0.192 -1.918 -1.521

Calculated values
- spin multiplicity = 1
- Kohn-Sham gap (eV) = 8.2
- lowest unoccupied orbital energy (eV) = 0.51